{"formula": "C4H9NO2", "method": "the ωB97M-V functional and the def2-TZVPD basis", "species": ["O", "H", "H", "C", "O", "H", "C", "H", "N", "H", "H", "H", "C", "H", "H", "C"], "coordinates": [[2.406, -1.741, -0.028], [-0.682, 2.178, -0.411], [-2.426, -0.017, 0.600], [1.724, -0.762, 0.215], [-0.304, 1.487, 0.146], [1.603, 1.231, 0.659], [0.205, -0.835, 0.305], [-0.092, -1.835, -0.018], [2.245, 0.467, 0.505], [-2.617, 0.700, -1.014], [-0.052, -0.730, 1.369], [3.151, 0.493, 0.938], [-0.574, 0.223, -0.468], [-2.301, -1.038, -0.854], [-0.216, 0.234, -1.509], [-2.070, -0.054, -0.435]], "lowdin_charge": [0.0456, 0.1033, 0.0888, -0.5366, -0.0613, 0.0765, -0.0757, 0.1272, 0.1614, 0.0797, 0.1376, 0.1073, -0.4364, 0.0848, 0.1508, -0.0529], "e_homo_ev": -9.599, "max_force_ev_per_a": 0.4, "e_tot_ev": -9879.61330, "homo_lumo_gap_ha": 0.3776, "smiles": "C[C@@H](O)CC(N)=O"}

=====

{"formula": "C4H9NO2", "method": "the ωB97M-V functional and the def2-TZVPD basis", "species": ["H", "H", "H", "C", "H", "O", "N", "H", "H", "O", "H", "C", "H", "C", "H", "C"], "coordinates": [[3.475, 0.330, -1.696], [-2.617, 1.478, 0.327], [-2.530, -0.939, -0.321], [2.906, 0.015, -0.821], [-2.843, 0.521, 1.800], [1.025, -0.643, 0.881], [-0.604, -0.270, -0.680], [-0.767, 0.074, -1.610], [3.091, 0.690, 0.018], [1.537, 0.061, -1.213], [-1.355, -1.264, 0.943], [-1.701, -0.500, 0.244], [3.188, -0.999, -0.527], [-2.132, 0.761, 0.999], [-1.250, 1.227, 1.452], [0.679, -0.310, -0.236]], "lowdin_charge": [0.0910, 0.0689, 0.1137, -0.0608, 0.0722, 0.0814, 0.0649, 0.1434, 0.0947, -0.0403, 0.1138, -0.2373, 0.0949, -0.0838, 0.0746, -0.5912], "e_homo_ev": -9.723, "max_force_ev_per_a": 0.4, "e_tot_ev": -9879.63301, "homo_lumo_gap_ha": 0.3915, "smiles": "CCNC(=O)OC"}

=====

{"formula": "C4H9NO2", "method": "the ωB97M-V functional and the def2-TZVPD basis", "species": ["N", "H", "C", "H", "C", "H", "C", "H", "H", "O", "C", "O", "H", "H", "H", "H"], "coordinates": [[0.310, 0.470, -1.248], [-1.965, 0.476, 1.273], [-0.120, 0.451, 0.190], [0.564, -0.406, -3.059], [-1.545, 0.005, 0.384], [-1.595, -1.078, 0.369], [0.874, -0.319, 1.066], [0.921, 1.249, -1.464], [1.306, 1.225, 2.149], [1.153, 0.312, 2.296], [0.180, -0.626, -2.050], [-0.321, -1.670, -1.703], [0.062, 1.508, 0.413], [1.834, -0.566, 0.566], [-2.203, 0.318, -0.432], [0.546, -1.348, 1.250]], "lowdin_charge": [0.0449, 0.0862, -0.3301, 0.1270, -0.0529, 0.0753, -0.2351, 0.1314, 0.0597, -0.0421, -0.3639, 0.0286, 0.1364, 0.1242, 0.0864, 0.1239], "e_homo_ev": -9.914, "max_force_ev_per_a": 1.8, "e_tot_ev": -9878.63138, "homo_lumo_gap_ha": 0.3857, "smiles": "C[C@@H](CO)NC=O"}

=====

{"formula": "C4H9NO2", "method": "the ωB97M-V functional and the def2-TZVPD basis", "species": ["H", "H", "C", "H", "H", "H", "H", "H", "C", "N", "O", "H", "H", "C", "O", "C"], "coordinates": [[-2.342, -1.527, 0.221], [0.072, -1.206, 1.446], [0.139, -0.290, 0.850], [-0.157, -1.403, -0.962], [-2.522, -0.692, -1.347], [3.009, 1.265, -0.049], [2.175, -0.742, 0.441], [-2.477, 0.247, 0.155], [1.985, 1.280, 0.364], [1.544, 0.020, 0.642], [-0.376, 0.606, -1.363], [0.570, 0.742, -1.482], [-0.327, 0.523, 1.416], [-2.074, -0.635, -0.351], [1.354, 2.303, 0.515], [-0.573, -0.492, -0.498]], "lowdin_charge": [0.0823, 0.1273, -0.1414, 0.1401, 0.0849, 0.1314, 0.1331, 0.0886, -0.3816, 0.0176, -0.0280, 0.0752, 0.1325, -0.0482, 0.0338, -0.4476], "e_homo_ev": -9.708, "max_force_ev_per_a": 0.4, "e_tot_ev": -9879.09692, "homo_lumo_gap_ha": 0.3816, "smiles": "C[C@@H](O)CNC=O"}

=====

{"formula": "C4H9NO2", "method": "the ωB97M-V functional and the def2-TZVPD basis", "species": ["C", "H", "C", "H", "C", "O", "H", "H", "O", "C", "H", "H", "H", "H", "N", "H"], "coordinates": [[-0.756, 1.099, -0.424], [-0.174, -0.456, -1.729], [0.317, 0.316, -1.125], [-1.532, 2.245, 0.398], [0.635, -1.357, 0.808], [-0.111, -0.758, 1.844], [-0.903, -0.351, 1.463], [1.790, 0.420, 0.465], [-0.521, 2.295, 0.093], [1.294, -0.349, -0.137], [0.871, 0.973, -1.804], [0.023, -2.066, 0.224], [1.413, -1.944, 1.306], [-2.442, 0.004, -0.532], [-1.975, 0.791, -0.130], [2.070, -0.863, -0.720]], "lowdin_charge": [-0.5112, 0.1202, -0.1101, 0.1505, -0.2748, -0.0646, 0.0541, 0.1225, 0.0497, -0.1717, 0.1233, 0.1200, 0.1169, 0.0625, 0.0977, 0.1149], "e_homo_ev": -10.196, "max_force_ev_per_a": 2.4, "e_tot_ev": -9878.16673, "homo_lumo_gap_ha": 0.4049, "smiles": "[H]/N=C(/O)CCCO"}

=====

{"formula": "C4H9NO2", "method": "the ωB97M-V functional and the def2-TZVPD basis", "species": ["H", "C", "O", "H", "H", "O", "C", "H", "H", "C", "H", "H", "N", "H", "C", "H"], "coordinates": [[1.731, -2.887, -1.028], [1.225, -2.207, -0.335], [-1.874, -0.802, -0.433], [0.749, -0.038, 0.831], [1.953, -1.953, 0.445], [-1.734, 1.201, 0.492], [0.345, 0.071, -0.185], [-0.973, 3.059, -0.055], [0.399, -2.763, 0.138], [-0.962, 2.363, 0.793], [0.132, -1.183, -1.733], [-1.430, 2.833, 1.658], [0.840, -0.986, -1.032], [0.696, 1.044, -0.545], [-1.174, 0.105, -0.063], [0.077, 2.143, 1.050]], "lowdin_charge": [0.0760, -0.1316, 0.1162, 0.1350, 0.0769, -0.0250, -0.1698, 0.1016, 0.0807, -0.0667, 0.1070, 0.0950, -0.1176, 0.1134, -0.4688, 0.0779], "e_homo_ev": -9.045, "max_force_ev_per_a": 0.5, "e_tot_ev": -9878.46084, "homo_lumo_gap_ha": 0.3609, "smiles": "CNCC(=O)OC"}

=====

What did the fourth record say?
{"formula": "C4H9NO2", "method": "the ωB97M-V functional and the def2-TZVPD basis", "species": ["H", "H", "C", "H", "H", "H", "H", "H", "C", "N", "O", "H", "H", "C", "O", "C"], "coordinates": [[-2.342, -1.527, 0.221], [0.072, -1.206, 1.446], [0.139, -0.290, 0.850], [-0.157, -1.403, -0.962], [-2.522, -0.692, -1.347], [3.009, 1.265, -0.049], [2.175, -0.742, 0.441], [-2.477, 0.247, 0.155], [1.985, 1.280, 0.364], [1.544, 0.020, 0.642], [-0.376, 0.606, -1.363], [0.570, 0.742, -1.482], [-0.327, 0.523, 1.416], [-2.074, -0.635, -0.351], [1.354, 2.303, 0.515], [-0.573, -0.492, -0.498]], "lowdin_charge": [0.0823, 0.1273, -0.1414, 0.1401, 0.0849, 0.1314, 0.1331, 0.0886, -0.3816, 0.0176, -0.0280, 0.0752, 0.1325, -0.0482, 0.0338, -0.4476], "e_homo_ev": -9.708, "max_force_ev_per_a": 0.4, "e_tot_ev": -9879.09692, "homo_lumo_gap_ha": 0.3816, "smiles": "C[C@@H](O)CNC=O"}